# 1
ORCA calculation (the ωB97M-V functional and the def2-TZVPD basis) on a 8-piece molecular cluster, C35H57IN3O14 overall.

```
110
Properties=species:S:1:pos:R:3:forces:R:3
C -4.536 4.099 -1.247 -0.89 0.17 -0.19
C -3.258 4.034 -0.943 0.40 -0.23 0.20
C -2.260 3.130 -1.563 0.48 1.22 -0.57
N -2.791 2.412 -2.726 0.05 0.18 0.81
C -1.952 1.456 -3.218 -0.51 0.11 0.48
N -1.836 1.385 -4.502 -0.01 -0.13 -0.87
N -1.267 0.639 -2.379 0.78 -0.71 -0.73
C -2.010 -0.532 -1.866 -0.69 0.17 1.25
C -2.873 -0.172 -0.663 0.63 0.22 0.31
C -2.018 0.284 0.523 -0.06 -0.57 0.25
I -1.962 -1.263 2.044 0.06 0.31 -0.16
H -5.242 4.346 -0.473 -0.18 1.06 -0.17
H -4.923 3.966 -2.248 -0.16 -1.04 0.05
H -2.888 4.659 -0.144 0.10 -0.62 0.76
H -1.420 3.734 -1.908 0.26 -0.12 -0.03
H -1.862 2.493 -0.775 -0.13 -0.22 0.00
H -3.732 2.050 -2.562 -0.18 0.27 -0.47
H -1.630 0.525 -4.992 0.64 0.16 0.14
H -1.954 2.211 -5.083 -0.41 -0.19 -0.13
H -0.357 0.402 -2.759 -0.13 -0.26 -0.11
H -2.661 -0.996 -2.607 0.18 0.12 -0.36
H -1.299 -1.274 -1.514 0.33 0.00 -0.22
H -3.425 -1.065 -0.407 -0.36 -0.04 0.05
H -3.594 0.605 -0.885 -0.21 -0.02 -0.20
H -2.400 1.175 1.002 -0.13 0.01 0.20
H -0.977 0.448 0.269 0.09 0.03 -0.10
O 3.410 0.336 1.525 0.73 -1.25 0.28
C 3.110 -0.527 2.305 -0.20 -0.32 0.12
O 3.803 -1.677 2.433 -0.11 0.34 -0.10
C 3.134 -2.554 3.365 -0.08 -0.26 0.28
C 2.274 -1.643 4.222 -0.13 0.13 0.02
C 1.918 -0.531 3.240 0.34 -0.18 0.35
H 2.541 -3.273 2.794 0.01 0.06 -0.05
H 3.875 -3.094 3.949 0.13 0.09 -0.11
H 1.412 -2.146 4.655 0.04 -0.05 -0.02
H 2.869 -1.238 5.040 0.00 -0.09 0.03
H 1.026 -0.763 2.658 -0.05 0.08 -0.03
H 1.808 0.433 3.729 -0.11 0.11 -0.21
O 4.177 -2.651 6.955 -0.26 -0.06 -0.17
C 3.509 -2.194 7.840 0.46 0.08 0.07
O 2.178 -1.958 7.695 -0.04 -0.02 -0.07
C 1.666 -1.309 8.873 -0.09 0.06 0.23
C 2.650 -1.658 9.978 0.14 -0.03 0.13
C 3.967 -1.759 9.211 -0.53 0.01 0.07
H 1.619 -0.235 8.683 0.04 -0.01 -0.01
H 0.662 -1.676 9.075 -0.01 -0.05 -0.19
H 2.664 -0.929 10.786 -0.01 0.05 -0.07
H 2.396 -2.630 10.406 -0.05 0.03 0.00
H 4.469 -0.781 9.130 -0.26 -0.61 0.00
H 4.642 -2.493 9.643 0.21 0.11 -0.16
O -5.348 -0.593 -2.177 -0.08 0.06 -0.05
C -5.664 -1.643 -2.674 0.23 -0.04 -0.01
O -6.621 -2.433 -2.155 0.07 0.11 -0.01
C -6.704 -3.665 -2.904 -0.02 -0.18 -0.16
C -6.100 -3.338 -4.259 -0.05 -0.22 -0.21
C -5.059 -2.293 -3.905 -0.40 -0.01 -0.10
H -6.141 -4.433 -2.370 0.03 0.06 0.04
H -7.743 -3.977 -2.971 -0.04 0.15 0.17
H -5.694 -4.206 -4.769 0.01 -0.01 0.05
H -6.858 -2.895 -4.905 0.00 -0.01 0.01
H -4.102 -2.744 -3.634 0.03 0.05 -0.03
H -4.925 -1.568 -4.703 0.24 0.06 0.11
O 5.672 0.564 9.790 0.28 0.26 -0.14
C 6.756 0.279 9.358 0.02 0.17 0.46
O 6.945 -0.701 8.452 -0.04 0.06 -0.04
C 8.352 -0.885 8.207 0.26 -0.03 -0.09
C 8.999 0.429 8.617 0.07 0.10 0.10
C 8.084 0.894 9.747 0.22 -0.01 -0.49
H 8.699 -1.726 8.809 -0.04 0.01 0.03
H 8.504 -1.119 7.157 -0.20 -0.06 -0.01
H 10.043 0.323 8.904 -0.02 -0.07 0.01
H 8.949 1.140 7.790 0.01 -0.03 -0.01
H 8.388 0.489 10.714 -0.07 0.06 0.05
H 8.008 1.976 9.801 -0.12 -0.02 0.24
O -4.064 -3.479 -6.904 -0.17 -0.12 0.35
C -3.515 -4.539 -6.810 0.32 0.24 -0.25
O -3.715 -5.399 -5.777 -0.02 0.17 -0.14
C -2.824 -6.527 -5.899 0.08 -0.25 -0.01
C -2.450 -6.582 -7.371 0.08 0.02 -0.14
C -2.483 -5.109 -7.762 -0.17 -0.53 0.04
H -1.960 -6.356 -5.254 -0.01 0.04 -0.01
H -3.339 -7.426 -5.568 -0.12 0.12 0.11
H -1.493 -7.068 -7.552 0.01 0.01 0.08
H -3.213 -7.127 -7.928 0.01 -0.02 0.03
H -1.527 -4.615 -7.578 -0.03 0.09 -0.06
H -2.789 -4.960 -8.794 0.08 0.26 0.02
O 0.434 4.964 -1.090 -0.04 0.10 0.05
C 1.275 4.354 -0.485 0.03 -0.14 -0.23
O 2.343 4.946 0.078 -0.15 0.10 -0.09
C 3.225 3.952 0.641 -0.03 -0.23 0.18
C 2.352 2.728 0.871 0.07 0.20 -0.47
C 1.340 2.852 -0.266 0.20 0.19 0.56
H 4.029 3.763 -0.072 -0.03 0.02 -0.04
H 3.656 4.336 1.562 -0.04 0.20 -0.06
H 2.910 1.795 0.874 -0.34 0.80 -0.14
H 1.840 2.812 1.829 -0.03 0.04 0.07
H 1.694 2.379 -1.184 -0.06 0.00 -0.04
H 0.364 2.459 0.009 -0.09 0.02 -0.25
O -0.710 2.572 -6.717 -0.26 0.11 0.21
C -1.212 3.588 -7.128 0.34 -0.12 -0.46
O -2.472 3.938 -6.817 0.05 -0.05 0.12
C -2.841 5.141 -7.530 -0.12 0.35 -0.13
C -1.520 5.809 -7.878 0.13 0.01 -0.04
C -0.593 4.607 -8.055 -0.21 0.42 0.24
H -3.411 4.854 -8.415 0.03 -0.08 0.01
H -3.470 5.757 -6.893 -0.03 -0.18 0.13
H -1.583 6.454 -8.751 -0.06 -0.05 -0.02
H -1.179 6.414 -7.037 -0.03 0.01 -0.01
H -0.616 4.215 -9.072 0.08 -0.07 0.02
H 0.430 4.826 -7.761 0.08 -0.23 -0.11
```
Positions in Å, forces in eV/Å.

Summary:
Net charge: +1
Multiplicity: 1
Orbital gap in eV: 8.51

Atomic partial charges in e from the Löwdin method, atoms 1 to 99: number 1, C, carries 0.011; number 2, C, carries -0.147; number 3, C, carries -0.194; number 4, N, carries 0.089; number 5, C, carries -0.388; number 6, N, carries 0.294; number 7, N, carries 0.091; number 8, C, carries -0.150; number 9, C, carries -0.314; number 10, C, carries -0.619; number 11, I, carries 0.817; number 12, H, carries 0.062; number 13, H, carries 0.064; number 14, H, carries 0.112; number 15, H, carries 0.111; number 16, H, carries 0.084; number 17, H, carries 0.142; number 18, H, carries 0.152; number 19, H, carries 0.104; number 20, H, carries 0.149; number 21, H, carries 0.104; number 22, H, carries 0.130; number 23, H, carries 0.069; number 24, H, carries 0.087; number 25, H, carries 0.039; number 26, H, carries 0.019; number 27, O, carries 0.081; number 28, C, carries -0.449; number 29, O, carries 0.045; number 30, C, carries -0.133; number 31, C, carries -0.148; number 32, C, carries -0.080; number 33, H, carries 0.127; number 34, H, carries 0.126; number 35, H, carries 0.122; number 36, H, carries 0.106; number 37, H, carries 0.053; number 38, H, carries 0.127; number 39, O, carries 0.108; number 40, C, carries -0.477; number 41, O, carries 0.008; number 42, C, carries -0.154; number 43, C, carries -0.144; number 44, C, carries -0.080; number 45, H, carries 0.127; number 46, H, carries 0.122; number 47, H, carries 0.118; number 48, H, carries 0.117; number 49, H, carries 0.093; number 50, H, carries 0.133; number 51, O, carries 0.090; number 52, C, carries -0.476; number 53, O, carries 0.045; number 54, C, carries -0.133; number 55, C, carries -0.153; number 56, C, carries -0.087; number 57, H, carries 0.129; number 58, H, carries 0.129; number 59, H, carries 0.097; number 60, H, carries 0.129; number 61, H, carries 0.125; number 62, H, carries 0.124; number 63, O, carries 0.100; number 64, C, carries -0.472; number 65, O, carries 0.028; number 66, C, carries -0.141; number 67, C, carries -0.151; number 68, C, carries -0.067; number 69, H, carries 0.130; number 70, H, carries 0.128; number 71, H, carries 0.118; number 72, H, carries 0.119; number 73, H, carries 0.135; number 74, H, carries 0.127; number 75, O, carries 0.117; number 76, C, carries -0.480; number 77, O, carries 0.005; number 78, C, carries -0.146; number 79, C, carries -0.151; number 80, C, carries -0.072; number 81, H, carries 0.127; number 82, H, carries 0.127; number 83, H, carries 0.119; number 84, H, carries 0.122; number 85, H, carries 0.133; number 86, H, carries 0.129; number 87, O, carries 0.097; number 88, C, carries -0.483; number 89, O, carries 0.037; number 90, C, carries -0.133; number 91, C, carries -0.154; number 92, C, carries -0.073; number 93, H, carries 0.130; number 94, H, carries 0.127; number 95, H, carries 0.060; number 96, H, carries 0.124; number 97, H, carries 0.131; number 98, H, carries 0.095; number 99, O, carries 0.091

# 2
ORCA calculation (the ωB97M-V functional and the def2-TZVPD basis) on a 4-piece molecular cluster, C35H57IN5O10P overall.

```
109
Properties=species:S:1:pos:R:3:forces:R:3
H -0.514 -5.455 3.606 -0.69 0.90 0.44
N -0.839 -4.623 4.154 -5.02 2.38 -2.14
C -2.057 -4.177 3.627 4.16 -2.51 1.73
N -2.585 -4.943 2.432 -0.21 0.07 0.93
N -2.763 -2.943 4.229 0.44 -2.41 -2.07
C -2.736 -1.813 3.179 -0.21 -0.03 0.79
C -1.862 -0.598 3.862 -0.20 -0.10 1.01
C -2.162 0.894 3.256 -0.56 -0.46 0.70
C -0.870 1.901 3.198 -0.12 0.38 -1.05
C 0.488 1.235 2.532 2.08 -1.37 -1.56
C 0.339 0.801 0.923 3.28 -0.75 1.47
C -1.024 1.060 0.044 0.26 0.40 -0.26
C -1.842 -0.296 -0.380 -0.85 0.08 -1.32
C -3.398 0.205 -0.734 -0.24 -0.20 0.65
C -4.492 -1.038 -0.669 0.47 0.54 -0.54
O -5.798 -0.387 -0.317 -2.31 -3.07 -0.48
C -6.903 -1.354 -0.405 -3.10 0.18 -5.39
O -7.747 -1.410 -1.470 5.69 0.70 7.05
C 1.654 0.072 0.191 0.09 0.73 2.73
C 3.081 -0.167 1.030 -2.24 0.99 1.04
C 3.227 0.270 2.638 -2.47 1.03 -2.04
C 4.642 -0.017 3.482 -0.34 0.11 -0.70
N 4.513 -1.384 4.189 0.14 -0.29 -2.46
C 5.501 -2.327 3.470 -0.05 -1.35 -0.42
C 1.914 1.000 3.374 -0.32 -1.54 -2.95
C 2.034 1.493 4.952 1.46 1.64 -2.18
I 0.630 0.522 6.319 0.75 0.46 -0.53
C 1.878 3.158 4.922 0.58 0.12 1.92
C 2.957 3.744 6.057 0.21 -0.29 -1.13
C 4.296 -0.862 0.154 3.52 1.21 -0.02
O 5.589 -0.541 0.209 -7.62 -2.02 -0.10
C 3.798 -2.034 -0.932 -3.35 0.69 -1.32
C 4.756 -3.353 -1.099 0.54 0.50 1.85
N 5.559 -3.301 -2.381 0.87 1.19 1.14
C 2.504 -1.816 -1.695 3.64 -0.04 2.87
P 1.887 -3.111 -2.957 -4.61 -0.52 -2.85
O 0.330 -2.917 -3.322 6.23 -0.35 1.55
O 2.047 -4.766 -2.415 0.53 3.08 0.76
O 2.929 -2.954 -4.374 -2.83 -0.18 2.62
C 1.589 -0.446 -1.398 -1.87 2.29 -2.92
O 0.918 0.177 -2.368 4.18 -3.96 6.14
H -3.192 -5.757 2.715 0.69 1.45 -0.16
H -1.818 -5.365 1.859 -0.74 0.76 1.04
H -3.762 -3.183 4.478 1.62 0.13 -0.62
H -3.884 -1.529 3.024 2.66 -0.21 -0.12
H -2.244 -2.288 2.227 -1.13 1.42 1.55
H -0.704 -0.883 3.900 -2.58 0.60 -0.41
H -2.195 -0.565 5.008 0.75 -0.28 -2.52
H -2.733 0.751 2.245 1.37 0.52 1.68
H -2.945 1.403 4.001 1.67 -0.99 -1.70
H -0.712 2.363 4.261 0.03 -1.16 -2.12
H -1.173 2.796 2.470 0.83 -1.95 1.69
H -0.677 1.656 -0.930 -0.73 -1.55 2.10
H -1.803 1.794 0.573 2.18 -1.81 -0.85
H -1.825 -1.158 0.410 -0.05 1.91 -1.21
H -1.450 -0.781 -1.398 -0.50 1.16 2.32
H -3.784 0.999 0.069 0.89 -1.77 -1.49
H -3.451 0.766 -1.773 0.21 -1.59 2.39
H -4.660 -1.534 -1.728 0.64 0.81 2.26
H -4.263 -1.804 0.187 -0.15 1.29 -1.76
H -7.089 -2.151 0.452 0.78 1.88 -1.49
H 5.578 -0.124 2.781 -2.17 0.66 0.93
H 4.899 0.856 4.238 -0.89 -1.83 -1.50
H 3.570 -1.759 3.868 1.45 0.68 0.88
H 5.457 -3.415 3.959 0.19 2.52 -0.86
H 6.600 -1.926 3.472 -2.17 -0.69 0.29
H 5.210 -2.495 2.333 0.57 0.46 2.11
H 3.121 1.313 5.410 -2.55 -0.04 -1.31
H 0.819 3.518 5.297 2.04 -0.88 -1.22
H 2.192 3.588 3.879 -0.93 -0.96 1.98
H 4.005 3.696 5.538 -1.79 0.16 1.12
H 3.004 3.043 7.000 -0.33 1.60 -1.74
H 2.729 4.869 6.305 0.42 -2.33 -0.27
H 4.179 -4.385 -0.938 0.99 2.46 -0.76
H 5.545 -3.314 -0.206 -2.00 0.11 -1.55
H 5.620 -2.280 -2.664 -0.19 -1.65 0.35
H 6.556 -3.524 -2.084 -1.67 0.28 -0.70
H 1.906 -4.850 -1.419 0.15 0.46 -1.89
H 2.302 -2.643 -5.094 0.56 -0.45 0.91
C -5.664 3.520 -4.037 0.56 0.12 0.04
C -5.617 2.144 -3.429 1.04 -0.68 0.42
C -6.923 1.413 -3.266 0.39 -0.46 0.18
O -4.553 1.637 -3.080 -1.39 0.87 -0.79
H -4.649 3.927 -4.093 -0.21 -0.10 0.01
H -6.076 3.466 -5.048 -0.16 0.09 0.14
H -6.272 4.181 -3.414 -0.13 -0.05 -0.19
H -7.390 1.264 -4.242 -0.12 0.18 0.09
H -7.586 1.979 -2.608 -0.08 0.01 -0.19
H -6.735 0.432 -2.814 -0.11 0.28 -0.08
C 2.712 0.043 -7.467 -0.24 0.02 0.47
C 2.168 -1.300 -7.873 -0.93 -0.73 0.88
C 2.608 -1.854 -9.202 -0.31 -0.43 0.01
O 1.394 -1.922 -7.148 1.08 0.65 -0.74
H 2.309 0.316 -6.486 0.07 -0.08 -0.21
H 3.802 -0.003 -7.397 -0.04 0.12 -0.19
H 2.409 0.802 -8.193 0.22 -0.04 -0.04
H 3.693 -1.985 -9.209 -0.05 0.18 -0.12
H 2.301 -1.180 -10.006 0.23 0.02 0.02
H 2.137 -2.829 -9.363 0.10 0.23 0.06
C -1.383 4.949 -1.284 -0.26 -0.46 0.10
C -0.503 4.795 -0.072 -0.12 -1.12 0.89
C 0.521 5.869 0.183 0.20 -0.24 0.42
O -0.615 3.829 0.680 0.20 1.57 -0.94
H -2.073 4.100 -1.341 0.15 0.16 0.00
H -1.966 5.870 -1.204 0.16 0.05 -0.15
H -0.771 4.963 -2.189 -0.07 0.20 0.03
H 0.022 6.830 0.327 0.09 0.01 -0.21
H 1.218 5.924 -0.657 -0.13 0.18 -0.01
H 1.084 5.626 1.090 -0.14 0.03 -0.20
```
Positions in Å, forces in eV/Å.

Summary:
Multiplicity: 1
SMILES: [H]/N=C(\N)NCCCCc1c(CCCCOC=O)c2c(c(CNC)c1[C@H](I)CC)C(=O)C(CN)=C(P(=O)(O)O)C2=O.CC(C)=O.CC(C)=O.CC(C)=O
Orbital gap in eV: 6.66

Atomic partial charges in e from the Löwdin method, atoms 1 to 99: number 1, H, carries 0.025; number 2, N, carries 0.076; number 3, C, carries -0.369; number 4, N, carries 0.008; number 5, N, carries -0.048; number 6, C, carries -0.214; number 7, C, carries -0.225; number 8, C, carries -0.192; number 9, C, carries -0.180; number 10, C, carries -0.011; number 11, C, carries 0.009; number 12, C, carries -0.189; number 13, C, carries -0.166; number 14, C, carries -0.149; number 15, C, carries -0.149; number 16, O, carries -0.178; number 17, C, carries -0.137; number 18, O, carries -0.065; number 19, C, carries 0.038; number 20, C, carries 0.019; number 21, C, carries 0.000; number 22, C, carries -0.198; number 23, N, carries -0.137; number 24, C, carries -0.165; number 25, C, carries -0.084; number 26, C, carries -0.698; number 27, I, carries 0.835; number 28, C, carries -0.281; number 29, C, carries -0.147; number 30, C, carries -0.191; number 31, O, carries -0.037; number 32, C, carries -0.051; number 33, C, carries -0.243; number 34, N, carries -0.029; number 35, C, carries -0.090; number 36, P, carries 0.760; number 37, O, carries -0.386; number 38, O, carries -0.223; number 39, O, carries -0.220; number 40, C, carries -0.187; number 41, O, carries -0.023; number 42, H, carries 0.083; number 43, H, carries 0.070; number 44, H, carries 0.109; number 45, H, carries 0.134; number 46, H, carries 0.097; number 47, H, carries 0.085; number 48, H, carries 0.094; number 49, H, carries 0.087; number 50, H, carries 0.127; number 51, H, carries 0.067; number 52, H, carries 0.102; number 53, H, carries 0.128; number 54, H, carries 0.093; number 55, H, carries 0.092; number 56, H, carries 0.124; number 57, H, carries 0.118; number 58, H, carries 0.095; number 59, H, carries 0.149; number 60, H, carries 0.122; number 61, H, carries 0.163; number 62, H, carries 0.100; number 63, H, carries 0.113; number 64, H, carries 0.100; number 65, H, carries 0.097; number 66, H, carries 0.094; number 67, H, carries 0.068; number 68, H, carries 0.074; number 69, H, carries 0.093; number 70, H, carries 0.118; number 71, H, carries 0.075; number 72, H, carries 0.078; number 73, H, carries 0.080; number 74, H, carries 0.120; number 75, H, carries 0.118; number 76, H, carries 0.088; number 77, H, carries 0.085; number 78, H, carries 0.088; number 79, H, carries 0.051; number 80, C, carries -0.025; number 81, C, carries -0.462; number 82, C, carries -0.013; number 83, O, carries 0.027; number 84, H, carries 0.081; number 85, H, carries 0.086; number 86, H, carries 0.086; number 87, H, carries 0.091; number 88, H, carries 0.094; number 89, H, carries 0.058; number 90, C, carries -0.023; number 91, C, carries -0.484; number 92, C, carries -0.025; number 93, O, carries 0.048; number 94, H, carries 0.086; number 95, H, carries 0.087; number 96, H, carries 0.086; number 97, H, carries 0.087; number 98, H, carries 0.086; number 99, H, carries 0.086

no.,total energy (Eh)
1,-2883.00071
2,-3032.29400